Formula: C26H52N2O4P2
Source: OMol25
Level of theory: the ωB97M-V functional and the def2-TZVPD basis

The multiplicity is 1. The net charge is 0. The LUMO energy comes out at -0.89 eV. The calculation puts the HOMO energy at -5.9 eV.

The geometry in XYZ format:
```
86
C26H52N2O4P2 | OMol25 | the ωB97M-V functional and the def2-TZVPD basis
C 2.546 -2.199 2.508
C 1.112 -1.701 2.358
O 0.692 -1.070 3.531
C -0.590 -0.465 3.405
C -0.613 0.849 2.658
P 0.091 2.367 3.642
P 0.601 4.047 5.054
O 0.692 3.594 6.482
O 0.236 3.331 2.217
C 1.587 3.657 1.981
C 2.457 2.452 2.385
C 3.756 2.950 3.071
C 4.430 1.846 3.903
C 5.918 1.747 3.594
N 6.657 2.916 4.090
C 2.836 1.440 1.288
C 2.436 1.836 -0.131
C 2.398 0.651 -1.055
C 1.236 -0.114 -1.050
C 1.072 -1.209 -1.873
C 2.091 -1.566 -2.750
C 3.259 -0.826 -2.748
C 3.420 0.273 -1.912
O 1.725 1.826 3.423
H 2.560 -3.286 2.459
H 3.162 -1.863 1.674
H 2.994 -1.864 3.437
H 0.457 -2.558 2.133
H 1.020 -1.025 1.501
H -0.976 -0.358 4.416
H -1.248 -1.196 2.906
H -0.118 0.787 1.684
H -1.665 1.081 2.466
H -1.289 2.771 3.899
H 0.015 1.605 4.861
H -0.454 5.000 4.941
H 1.780 4.786 4.737
H 1.949 4.540 2.514
H 1.605 3.960 0.931
H 3.449 3.728 3.767
H 4.453 3.402 2.357
H 4.283 2.020 4.963
H 3.995 0.872 3.687
H 6.344 0.858 4.061
H 6.033 1.601 2.511
H 6.179 3.766 3.813
H 7.560 2.943 3.631
H 2.454 0.450 1.527
H 3.921 1.334 1.303
H 1.448 2.286 -0.148
H 3.146 2.565 -0.524
H 0.442 0.169 -0.368
H 0.134 -1.753 -1.841
H 1.967 -2.406 -3.419
H 4.062 -1.086 -3.425
H 4.340 0.840 -1.942
C -6.415 -3.926 -3.577
C -6.229 -2.864 -2.495
C -6.049 -1.445 -3.042
C -4.901 -1.165 -4.004
N -3.497 -1.316 -3.469
C -3.038 -2.757 -3.416
C -2.569 -3.069 -4.822
C -1.810 -1.800 -5.201
C -2.522 -0.666 -4.459
C -3.358 -0.665 -2.131
H -5.612 -3.918 -4.318
H -6.438 -4.921 -3.134
H -7.357 -3.777 -4.107
H -5.403 -3.132 -1.832
H -7.115 -2.861 -1.858
H -6.005 -0.744 -2.206
H -6.958 -1.177 -3.587
H -4.981 -0.121 -4.305
H -4.967 -1.770 -4.907
H -2.206 -2.796 -2.713
H -3.837 -3.398 -3.063
H -3.414 -3.237 -5.492
H -1.947 -3.960 -4.853
H -1.783 -1.638 -6.277
H -0.777 -1.862 -4.859
H -3.080 -0.012 -5.121
H -1.819 -0.069 -3.883
H -3.952 -1.211 -1.404
H -3.695 0.366 -2.208
H -2.311 -0.695 -1.841
```

---

Formula: C26H52N3O28S7
Source: OMol25
Level of theory: the ωB97M-V functional and the def2-TZVPD basis

The multiplicity is 1. The net charge is +1. The LUMO energy comes out at -2.08 eV. The calculation puts the HOMO energy at -12.1 eV.

The geometry in XYZ format:
```
116
C26H52N3O28S7 | OMol25 | the ωB97M-V functional and the def2-TZVPD basis
C -1.509 -1.554 1.215
C -0.548 -2.640 0.772
O 0.364 -2.262 -0.270
C -0.261 -2.088 -1.515
C 0.747 -2.341 -2.632
O 1.175 -3.654 -2.579
C 0.162 -2.216 -4.069
N -0.756 -3.301 -4.276
C 1.472 -2.297 -4.879
C 2.667 -1.917 -4.002
N 3.784 -2.820 -3.906
C 3.617 -4.018 -4.049
S 3.371 -5.528 -4.229
N 2.032 -1.463 -2.675
C 2.934 -1.537 -1.467
O 3.261 -2.837 -1.131
C 4.212 -2.882 -0.054
C 3.536 -3.246 1.243
C 1.806 0.029 -2.895
C 1.019 0.835 -1.834
C -0.275 1.405 -2.410
O 1.870 1.906 -1.430
H -2.182 -1.226 0.418
H -0.993 -0.694 1.643
H -2.138 -1.994 1.985
H -1.106 -3.531 0.459
H 0.066 -2.942 1.620
H -1.037 -2.846 -1.677
H -0.742 -1.113 -1.588
H 1.438 -3.854 -1.669
H -0.324 -1.243 -4.139
H -0.394 -4.025 -4.876
H -1.657 -3.000 -4.611
H 1.588 -3.217 -5.446
H 1.407 -1.523 -5.649
H 3.094 -1.021 -4.447
H 2.376 -1.073 -0.656
H 3.821 -0.937 -1.697
H 4.729 -1.922 0.027
H 4.951 -3.633 -0.336
H 4.284 -3.565 1.968
H 2.841 -4.067 1.060
H 3.001 -2.395 1.661
H 2.806 0.452 -2.927
H 1.334 0.156 -3.868
H 0.834 0.271 -0.921
H -0.647 2.152 -1.709
H -1.026 0.644 -2.606
H 0.005 1.926 -3.324
H 1.677 2.688 -1.963
C 2.490 -4.112 -8.542
C 2.297 -4.491 -9.996
O 0.942 -4.974 -10.035
S 0.035 -4.161 -9.013
O -0.637 -3.105 -9.677
O -0.674 -5.079 -8.198
O 1.236 -3.524 -8.166
H 2.696 -4.984 -7.920
H 3.271 -3.370 -8.396
H 2.970 -5.274 -10.330
H 2.378 -3.627 -10.658
C -0.703 -0.136 6.094
C -0.824 -1.404 6.909
O -2.028 -2.012 6.408
S -2.180 -1.720 4.857
O -1.672 -2.821 4.112
O -3.486 -1.227 4.609
O -1.126 -0.533 4.768
H -1.375 0.637 6.465
H 0.312 0.242 6.048
H -0.930 -1.214 7.972
H 0.008 -2.087 6.735
C -1.614 4.438 -7.268
C -2.527 4.602 -6.069
O -1.705 4.190 -4.958
S -0.190 4.599 -5.228
O 0.105 5.815 -4.568
O 0.614 3.443 -5.021
O -0.330 4.873 -6.783
H -1.534 3.396 -7.579
H -1.900 5.055 -8.113
H -3.409 3.971 -6.111
H -2.821 5.642 -5.919
C -3.246 3.920 9.396
C -3.472 2.652 8.603
O -2.256 2.511 7.838
S -1.018 3.051 8.687
O -0.370 1.955 9.320
O -0.280 3.946 7.871
O -1.853 3.850 9.769
H -3.403 4.809 8.787
H -3.849 3.974 10.297
H -4.316 2.721 7.929
H -3.577 1.780 9.252
C 3.511 1.890 4.154
C 4.803 1.292 3.634
O 5.027 0.164 4.492
S 3.639 -0.484 4.929
O 3.326 -1.590 4.098
O 3.629 -0.619 6.338
O 2.713 0.739 4.483
H 3.670 2.478 5.059
H 2.987 2.486 3.414
H 5.649 1.968 3.708
H 4.699 0.940 2.606
C -5.738 4.799 3.389
C -6.989 5.133 4.176
O -6.957 4.198 5.268
S -5.455 3.915 5.701
O -5.109 4.740 6.806
O -5.262 2.512 5.765
O -4.759 4.512 4.403
H -5.872 3.909 2.772
H -5.384 5.624 2.778
H -7.905 4.987 3.612
H -6.959 6.146 4.579
```

---

Formula: C26H52O10
Source: OMol25
Level of theory: the ωB97M-V functional and the def2-TZVPD basis

The multiplicity is 1. The SMILES is CCOC(C)=O.CCOC(C)=O.CC(C)=O.CC(C)=O.CC(C)=O.CC(C)=O.CC(C)=O.CC(C)=O. The net charge is 0. As for the energy above the lowest of the compared OMol25 structures with the same formula, charge and spin: 0.0 kcal/mol. The LUMO energy comes out at 0.52 eV. The calculation puts the HOMO energy at -9.2 eV.

The geometry in XYZ format:
```
88
C26H52O10 | OMol25 | the ωB97M-V functional and the def2-TZVPD basis
C -1.560 -3.026 -3.470
C -1.861 -1.673 -2.776
O -0.732 -0.741 -3.012
C -0.567 -0.272 -4.240
C 0.668 0.553 -4.352
O -1.251 -0.537 -5.206
H -1.615 -2.897 -4.533
H -2.280 -3.730 -3.117
H -0.573 -3.375 -3.164
H -2.815 -1.207 -2.901
H -1.732 -1.911 -1.739
H 1.421 -0.009 -4.943
H 1.237 0.756 -3.441
H 0.403 1.443 -4.961
C 6.926 -0.926 4.150
C 5.804 -1.246 3.173
O 4.508 -1.070 3.767
C 3.377 -1.174 3.059
C 2.153 -1.023 3.943
O 3.321 -1.340 1.880
H 6.824 0.091 4.481
H 7.889 -1.050 3.606
H 6.885 -1.551 5.011
H 5.879 -0.561 2.274
H 5.845 -2.266 2.841
H 1.196 -1.175 3.460
H 2.193 -0.023 4.408
H 2.323 -1.749 4.712
C 0.737 -2.959 -0.508
C 2.039 -2.496 -1.181
C 3.301 -3.177 -0.738
O 1.999 -1.653 -2.061
H 0.851 -3.247 0.534
H 0.301 -3.892 -0.892
H -0.065 -2.197 -0.493
H 3.207 -4.224 -0.484
H 3.740 -2.661 0.085
H 4.036 -3.165 -1.568
C -2.913 2.813 -3.965
C -1.859 3.010 -2.922
C -1.991 4.327 -2.026
O -0.988 2.213 -2.756
H -2.642 2.085 -4.724
H -3.224 3.713 -4.516
H -3.794 2.456 -3.438
H -3.008 4.755 -2.081
H -1.262 5.034 -2.355
H -1.781 4.140 -0.970
C 3.032 1.204 -0.555
C 3.920 1.509 -1.755
C 4.679 0.313 -2.232
O 4.017 2.623 -2.213
H 2.487 2.052 -0.098
H 3.642 0.838 0.310
H 2.386 0.382 -0.775
H 4.104 -0.621 -2.292
H 5.560 0.255 -1.539
H 5.069 0.565 -3.238
C -2.186 -4.191 1.193
C -1.562 -3.431 2.417
C -2.599 -2.558 3.170
O -0.423 -3.561 2.764
H -2.329 -3.577 0.310
H -3.172 -4.503 1.529
H -1.647 -5.112 0.931
H -3.174 -2.026 2.385
H -2.130 -1.886 3.912
H -3.229 -3.323 3.636
C -2.842 0.960 -0.086
C -1.660 0.713 0.823
C -0.394 0.659 0.074
O -1.810 0.524 2.010
H -2.787 1.905 -0.583
H -3.750 0.950 0.476
H -2.850 0.212 -0.892
H 0.392 0.469 0.810
H -0.217 1.661 -0.425
H -0.402 -0.043 -0.719
C -4.328 3.948 1.940
C -5.605 4.072 2.684
C -5.534 4.923 3.954
O -6.580 3.505 2.331
H -4.600 3.759 0.926
H -3.692 3.144 2.292
H -3.750 4.880 1.974
H -4.719 4.726 4.659
H -6.550 4.936 4.374
H -5.315 5.962 3.667
```

---

Formula: C26H52O26
Source: OMol25
Level of theory: the ωB97M-V functional and the def2-TZVPD basis

The multiplicity is 1. The net charge is -2. As for the energy above the lowest of the compared OMol25 structures with the same formula, charge and spin: 115.3 kcal/mol. The LUMO energy comes out at 3.08 eV. The calculation puts the HOMO energy at 1.8 eV.

The geometry in XYZ format:
```
104
C26H52O26 | OMol25 | the ωB97M-V functional and the def2-TZVPD basis
O 15.171 -25.267 6.632
C 14.708 -26.574 6.251
C 13.739 -27.527 7.048
O 13.551 -27.436 8.497
H 15.618 -27.136 6.041
H 14.296 -26.369 5.262
H 13.918 -28.550 6.715
H 12.741 -27.328 6.658
C 21.515 -30.996 11.397
O 20.743 -31.769 10.485
C 19.670 -31.150 9.980
O 19.206 -30.043 10.295
O 19.130 -31.891 8.974
C 18.142 -31.322 8.172
H 22.545 -31.349 11.352
H 21.249 -31.258 12.421
H 21.551 -29.913 11.282
H 17.453 -32.081 7.801
H 18.399 -30.845 7.226
H 17.620 -30.565 8.757
C 13.875 -20.907 3.090
O 12.961 -20.087 2.371
C 12.086 -19.245 3.025
O 11.872 -19.195 4.281
O 11.608 -18.341 2.144
C 11.159 -17.090 2.691
H 14.637 -21.216 2.375
H 13.327 -21.754 3.502
H 14.245 -20.460 4.012
H 11.956 -16.365 2.858
H 10.636 -17.062 3.647
H 10.452 -16.610 2.015
C 18.306 -18.498 0.226
O 19.071 -19.600 0.707
C 19.070 -19.834 2.019
O 18.542 -19.223 2.965
O 19.711 -20.942 2.172
C 19.667 -21.647 3.374
H 19.082 -17.733 0.193
H 17.567 -18.071 0.904
H 18.032 -18.653 -0.818
H 19.329 -22.646 3.097
H 18.906 -21.436 4.126
H 20.642 -21.732 3.855
C 8.720 -26.934 11.861
O 7.567 -26.207 12.320
C 7.585 -24.881 12.360
O 8.489 -24.050 12.148
O 6.387 -24.563 12.713
C 6.004 -23.192 12.789
H 8.593 -28.006 12.012
H 9.676 -26.694 12.326
H 8.769 -26.677 10.803
H 6.481 -22.688 13.631
H 4.918 -23.109 12.829
H 6.386 -22.659 11.918
C 17.395 -28.815 0.905
O 17.637 -29.841 0.000
C 16.684 -30.020 -0.970
O 15.719 -29.288 -1.227
O 16.932 -31.274 -1.469
C 16.002 -31.877 -2.403
H 17.181 -27.807 0.548
H 18.291 -28.723 1.520
H 16.537 -29.048 1.535
H 16.100 -31.480 -3.413
H 14.965 -31.603 -2.212
H 16.150 -32.956 -2.441
C 4.510 -32.351 5.236
O 5.670 -31.980 4.502
C 6.712 -31.535 5.141
O 6.869 -31.404 6.344
O 7.549 -31.089 4.159
C 8.762 -30.455 4.487
H 4.768 -32.669 6.246
H 4.042 -33.211 4.758
H 3.737 -31.586 5.305
H 9.411 -30.898 5.242
H 8.632 -29.417 4.795
H 9.413 -30.310 3.625
C 17.556 -34.182 14.503
O 16.837 -33.032 14.126
C 17.058 -31.788 14.712
O 17.917 -31.561 15.567
O 16.196 -30.879 14.283
C 15.166 -31.157 13.336
H 18.448 -34.363 13.902
H 16.887 -35.042 14.504
H 17.954 -34.019 15.505
H 14.613 -30.260 13.057
H 14.448 -31.775 13.876
H 15.579 -31.513 12.393
C 11.581 -33.446 10.345
O 12.290 -34.342 11.207
C 11.649 -35.001 12.162
O 10.455 -35.052 12.280
O 12.562 -35.574 12.895
C 12.205 -36.552 13.863
H 12.335 -32.793 9.906
H 10.921 -32.769 10.886
H 10.862 -33.935 9.688
H 11.785 -37.440 13.391
H 11.477 -36.297 14.632
H 13.152 -36.882 14.292
```